C6H14 | ωB97M-V/def2-TZVPD

Values from the calculation:
**Relative energy (zero: lowest compared OMol25 entry of this formula, charge and spin)**: 2.494 eV
**Max |F|**: 4.02 eV/Å
**HOMO-LUMO gap**: 11.350 eV
**Structure (SMILES)**: CC(C)C(C)C
**E_tot**: -6446.9153 eV
**Highest occupied orbital energy**: -10.23 eV

The geometry in ORCA input format:
```
! wB97M-V def2-TZVPD RIJCOSX def2/J DEFGRID3
* xyz 0 1
C -1.605 -1.205 -0.163
C -0.683 -0.080 0.364
C -1.401 1.286 0.076
C 0.756 -0.030 -0.329
C 1.495 -1.285 0.165
C 1.495 1.235 -0.082
H -1.923 -0.837 -1.253
H -2.523 -1.066 0.533
H -1.050 -2.233 -0.267
H -0.405 -0.188 1.448
H -2.635 1.062 0.061
H -1.052 1.613 -1.021
H -1.093 2.103 0.779
H 0.449 -0.218 -1.369
H 1.114 -2.279 -0.204
H 2.513 -1.276 -0.164
H 1.494 -1.175 1.293
H 1.130 1.788 1.037
H 2.666 1.195 -0.202
H 0.975 1.982 -0.858
*
```

Formally, the Löwdin partial charges of the atoms, in units of the elementary charge, are as follows: C -0.11; C -0.47; C -0.12; C -0.50; C -0.10; C -0.12; H 0.11; H 0.09; H 0.09; H 0.13; H 0.12; H 0.10; H 0.06; H 0.13; H 0.08; H 0.05; H 0.10; H 0.15; H 0.10; H 0.09



C6H14 | ωB97M-V/def2-TZVPD

Values from the calculation:
**Relative energy (zero: lowest compared OMol25 entry of this formula, charge and spin)**: 1.985 eV
**Max |F|**: 0.48 eV/Å
**HOMO-LUMO gap**: 10.685 eV
**Structure (SMILES)**: C=CCC(C)C.[H][H]
**E_tot**: -6447.4243 eV
**Highest occupied orbital energy**: -9.43 eV

The geometry in ORCA input format:
```
! wB97M-V def2-TZVPD RIJCOSX def2/J DEFGRID3
* xyz 0 1
C -2.574 0.468 -1.187
C -1.433 0.707 -0.546
C -0.654 -0.340 0.218
C 0.672 0.109 0.858
C 1.054 -0.875 1.965
C 1.834 0.247 -0.133
H -2.998 -0.535 -1.234
H -0.571 0.346 -2.509
H -3.095 1.244 -1.740
H 0.164 0.305 -2.615
H -1.001 1.709 -0.589
H -0.467 -1.220 -0.417
H -1.317 -0.684 1.021
H 0.503 1.093 1.318
H 1.969 -0.566 2.481
H 0.255 -0.959 2.710
H 1.229 -1.876 1.549
H 2.750 0.546 0.392
H 2.042 -0.710 -0.629
H 1.641 0.992 -0.913
*
```

Formally, the Löwdin partial charges of the atoms, in units of the elementary charge, are as follows: C -0.05; C -0.26; C -0.21; C -0.45; C -0.09; C -0.10; H 0.07; H 0.04; H 0.06; H 0.06; H 0.11; H 0.12; H 0.11; H 0.13; H 0.08; H 0.07; H 0.08; H 0.08; H 0.08; H 0.06



C6H14AgF2N2O2 | ωB97M-V/def2-TZVPD

Values from the calculation:
**Relative energy (zero: lowest compared OMol25 entry of this formula, charge and spin)**: 2.275 eV
**Max |F|**: 5.69 eV/Å
**HOMO-LUMO gap**: 5.420 eV
**E_tot**: -22956.6546 eV
**Highest occupied orbital energy**: -3.17 eV

The geometry in ORCA input format:
```
! wB97M-V def2-TZVPD RIJCOSX def2/J DEFGRID3
* xyz -1 1
Ag 1.172 0.645 2.290
F 2.853 -0.588 3.467
F 1.761 2.128 4.061
C -1.734 -0.719 2.197
O -1.169 0.368 2.232
N -1.174 -1.844 1.665
C -1.925 -3.131 1.480
C 0.253 -2.011 1.351
H -2.741 -0.945 2.579
H -2.165 -3.372 0.445
H -2.856 -3.276 2.028
H -1.366 -3.953 1.929
H 0.623 -2.947 1.769
H 0.430 -2.007 0.276
H 0.874 -1.305 1.903
C 0.386 2.091 -1.019
O 0.831 1.479 0.032
N 0.590 1.865 -2.318
C -0.175 2.660 -3.296
C 1.500 0.936 -2.826
H -0.289 2.950 -0.880
H 0.422 2.961 -4.157
H -0.493 3.625 -2.902
H -1.070 2.213 -3.727
H 2.378 1.440 -3.229
H 2.101 0.593 -1.984
H 0.983 0.142 -3.364
*
```

Formally, the Löwdin partial charges of the atoms, in units of the elementary charge, are as follows: Ag 0.70; F -0.79; F -0.82; C -0.31; O -0.04; N -0.16; C -0.07; C -0.06; H 0.13; H 0.08; H 0.07; H 0.07; H 0.09; H 0.09; H 0.01; C -0.25; O -0.09; N -0.20; C -0.05; C -0.07; H 0.13; H 0.08; H 0.08; H 0.08; H 0.10; H 0.10; H 0.10



Q: The highest highest occupied orbital energy belongs to which entry?
A: C6H14AgF2N2O2



Q: Number 2 is which compound?
A: C6H14



Q: Which of these has the highest relative energy (zero: lowest compared OMol25 entry of this formula, charge and spin)?
A: number 1